ORCA calculation (wB97M-V/def2-TZVPD) on a cluster of 2 separate species, CH3NOS2 in total.

Results
- energy (eV) = -26292.3584
- energy above the lowest of the compared OMol25 structures with the same formula, charge and spin (kcal per mole) = 14.1
- structure (SMILES) = N=C=S.OS
- charge = 0

Last columns: bonded neighbours and bond lengths (Å).
Atoms and positions in Å:
1 N -2.166 -1.047 -0.286  C2 1.200, H4 0.998
2 C -2.988 -0.199 -0.072  N1 1.200, S3 1.549
3 S -3.952 1.011 -0.022  C2 1.549
4 H -1.886 -1.882 0.184  N1 0.998
5 O 1.132 1.021 -1.018  S6 1.658, H7 0.963
6 S 0.854 2.095 0.214  O5 1.658, H8 1.347
7 H 0.330 0.515 -1.189  O5 0.963
8 H 1.622 1.484 1.137  S6 1.347